Entry 1:
The following is a quantum chemistry calculation of 2 unconnected molecules or ions with the total composition C4H12N2O2, from OMol25.

Geometry as XYZ:
```
20
Properties=species:S:1:pos:R:3:forces:R:3
C 2.04015 -1.44776 -1.33727 1.5903 0.1923 -0.5421
N 0.60686 -1.35940 -1.37282 -0.3004 1.6227 1.0674
C -0.17096 -1.41057 -0.10125 -0.3050 -0.8632 -1.6056
C 0.26891 -0.43917 0.96679 0.8872 0.9020 -0.1318
N -0.18167 0.95680 0.84656 -0.2131 -1.3208 -0.2852
C -1.24939 1.39008 1.55351 0.0367 0.0825 0.8299
O -1.68962 0.81789 2.53824 -0.0452 0.0118 -0.6105
H 2.57608 -0.97910 -0.50367 -0.8902 -0.0233 0.3627
H 2.48026 -2.44751 -1.37457 -0.2632 -0.2936 -0.0876
H 2.50180 -0.86565 -2.15341 -0.3930 -0.4048 -0.1994
H 0.17339 -1.89955 -2.09803 0.0866 -0.2216 -0.0886
H -1.21616 -1.31602 -0.43015 0.1252 0.4887 0.4094
H -0.14917 -2.42903 0.27448 0.3054 -0.2666 0.5903
H 1.35630 -0.32173 0.89345 -0.0993 -0.5635 0.3510
H 0.01763 -0.84047 1.93883 -0.0939 0.2095 0.1985
H 0.19918 1.41992 0.03460 -0.5565 0.5325 0.0475
H -1.67159 2.35147 1.23655 0.1407 0.1463 -0.2150
O -0.10055 1.63680 -2.12888 1.0448 -0.8625 0.1871
H 0.33788 0.75748 -2.00053 -0.2381 0.5397 -0.3168
H -0.99283 1.40885 -1.89288 -0.8190 0.0917 0.0388
```
Forces are in eV/Å.

## Properties
**LUMO energy**: 0.0257 Eh
**ΔE to the lowest compared entry with this formula, charge and spin**: 171.4 kJ/mol
**SMILES**: CNCCNC=O.O
**Gap between HOMO and LUMO**: 10.01 eV

=====

Entry 2:
The following is a quantum chemistry calculation of C11H12N2O2S2 in the gas phase, from OMol25.

Geometry as XYZ:
```
29
Properties=species:S:1:pos:R:3:forces:R:3
C 3.75331 -1.29428 -0.11309 -2.2418 0.7444 -2.5550
C 2.73017 -0.64706 0.82650 2.3075 0.2465 -0.8594
O 2.26417 -1.46444 1.57622 -2.0259 0.6922 1.4316
N 2.74595 0.79560 0.82805 -2.6932 -0.5153 0.0767
C 1.68817 1.56336 1.10038 0.8115 -1.5336 0.3772
S 1.97290 3.30794 1.25303 -0.7103 -0.7043 -0.4920
C 0.27896 3.57418 1.64871 0.7350 0.0241 0.7793
C -0.33571 2.39866 1.85886 -2.3223 1.5962 -0.1607
N 0.32479 1.26775 1.39091 1.5002 0.0572 0.4022
C -0.40930 0.05610 0.97334 0.4639 1.0450 -0.7554
C -0.37080 -0.13638 -0.57110 2.1836 0.1953 0.7350
O -0.28099 1.17134 -1.19173 -0.8453 -1.1483 -0.9814
C -1.55161 -0.94611 -0.92713 1.2656 -0.7823 -1.3422
C -2.67553 -0.46086 -1.43720 -3.0953 -1.2922 0.2044
C -3.63388 -1.58318 -1.78103 2.5269 1.4021 0.6792
C -3.08484 -2.81703 -1.69033 0.7526 -0.0965 -0.1776
S -1.40037 -2.67177 -1.08427 -1.3750 -0.1807 -0.3337
H 3.63976 -0.93046 -1.16601 0.0284 -0.0482 0.7164
H 4.71311 -1.02714 0.15157 2.1544 0.5456 0.8080
H 3.63245 -2.37274 -0.16300 -0.0608 0.0532 0.4311
H -0.08785 4.58483 1.86676 0.1876 -0.7548 0.0563
H -1.38377 2.46574 2.33937 1.7622 -1.0493 -1.2006
H 0.02498 -0.84367 1.38168 -0.0018 -0.1521 0.5619
H -1.44996 0.19210 1.24569 0.0149 0.0573 0.3973
H 0.58330 -0.76141 -0.72809 -1.1738 1.0600 -0.3768
H -0.59473 1.13757 -2.14308 0.5785 -0.2760 1.6768
H -2.92542 0.60504 -1.38831 -0.0171 -0.5177 -0.2891
H -4.63091 -1.37961 -2.00526 -1.4288 0.1383 -0.6738
H -3.53634 -3.78406 -2.05145 0.7187 1.1938 0.8644
```
Forces are in eV/Å.

## Properties
**LUMO energy**: 0.0221 Eh
**ΔE to the lowest compared entry with this formula, charge and spin**: 263.9 kJ/mol
**SMILES**: CC(=O)/N=c1/sccn1C[C@H](O)c1cccs1
**Gap between HOMO and LUMO**: 8.64 eV

=====

Entry 3:
The following is a quantum chemistry calculation of a gas-phase ion, C15H15N2O (charge +1), from OMol25.

Geometry as XYZ:
```
33
Properties=species:S:1:pos:R:3:forces:R:3
C 1.30499 -1.98473 -2.36237 0.1814 0.1766 -0.3571
O 1.68139 -1.30100 -1.16490 -0.6821 0.0780 0.0129
C 0.88519 -0.19667 -0.83879 0.7939 -0.3297 -0.0861
C 1.69613 0.69553 0.06807 0.4086 0.2346 -0.1094
C 1.44240 2.06876 0.09190 0.0826 -0.4712 0.2962
C 2.18990 2.89110 0.93533 0.0511 -0.1172 0.0625
C 3.20620 2.33715 1.72808 0.0056 -0.1205 -0.2704
C 3.52899 0.97610 1.61802 -0.2747 0.0408 -0.1178
C 2.77185 0.15078 0.77583 0.0456 0.2622 0.4152
N -0.33391 -0.73340 -0.15802 -0.1081 -0.6057 0.4730
C -0.29462 -1.89287 0.52410 -0.8778 1.0565 -1.0433
N -1.52925 -2.17775 0.94487 0.5481 0.0097 0.3497
C -2.38966 -1.13063 0.59981 -0.3364 -0.7779 0.3191
C -3.74600 -0.99060 0.82324 -0.5024 0.4790 -0.0843
C -4.35204 0.14443 0.27069 0.2028 -0.4740 0.2519
C -3.61887 1.05921 -0.50522 0.9461 -0.1218 -0.1213
C -2.23581 0.88537 -0.72145 -0.7643 0.3450 0.0755
C -1.65052 -0.21552 -0.11593 0.9837 -0.2249 -0.4267
H 1.88103 -2.91525 -2.36828 -0.1671 0.2488 -0.1282
H 0.22760 -2.21400 -2.43656 0.2986 0.1054 0.2517
H 1.59348 -1.34490 -3.20860 -0.1145 -0.3635 0.0234
H 0.55847 0.34554 -1.73622 -0.1766 -0.1074 0.1757
H 0.65483 2.44512 -0.55993 0.1722 0.2332 0.2344
H 1.98770 3.96384 0.95939 0.0942 -0.3568 0.0679
H 3.77889 2.97692 2.40428 -0.1912 -0.2069 -0.2863
H 4.37405 0.55179 2.17620 -0.4543 0.2681 -0.2427
H 3.02417 -0.90660 0.65865 -0.0748 0.4510 0.1081
H 0.58992 -2.50996 0.58367 -0.1501 0.0441 0.1832
H -1.76924 -3.02484 1.44574 -0.0291 0.2514 -0.0326
H -4.27508 -1.74054 1.40916 -0.0928 0.3101 -0.1849
H -5.41368 0.32515 0.43473 0.2841 -0.1099 -0.0568
H -4.13911 1.91123 -0.94380 0.2479 -0.2414 0.1056
H -1.62940 1.55123 -1.33165 -0.3504 0.0342 0.1420
```
Forces are in eV/Å.

## Properties
**LUMO energy**: -0.1253 Eh
**Net charge**: +1
**ΔE to the lowest compared entry with this formula, charge and spin**: 0.0 kJ/mol
**SMILES**: CO[C@H](c1ccccc1)[n+]1c[nH]c2ccccc21
**Gap between HOMO and LUMO**: 8.88 eV

=====

Entry 4:
The following is a quantum chemistry calculation of C20H19N3O5S in the gas phase, from OMol25.

Geometry as XYZ:
```
48
Properties=species:S:1:pos:R:3:forces:R:3
C 1.57797 -0.87433 3.25700 0.0485 -0.0768 -0.3290
C 0.92931 -1.00033 1.90163 0.7552 -0.2450 0.1194
N 1.50212 -1.48006 0.86095 -0.6570 0.2589 -0.2253
N 2.75954 -1.90227 0.85708 0.6041 0.0635 1.1520
C 3.33724 -2.41037 -0.28119 0.0661 -0.2055 -0.6209
C 2.62741 -2.47251 -1.48412 -0.1043 0.1007 0.2231
C 3.22452 -2.98725 -2.61142 0.3455 -0.1264 0.0144
C 4.54089 -3.44961 -2.56452 -0.1771 0.1056 0.1545
C 5.21376 -4.00842 -3.74701 0.5363 -0.2411 -0.2013
O 6.35123 -4.41546 -3.76693 -0.0665 0.0338 0.0474
O 4.43781 -4.03356 -4.84715 -0.4164 0.0833 -0.2324
C 5.24878 -3.38307 -1.36299 -0.1115 -0.0319 -0.2903
C 4.65710 -2.87002 -0.23260 -0.1598 0.0804 0.0792
C -0.45283 -0.55375 1.71957 -0.6503 0.1044 -0.2506
C -1.21725 -1.08400 0.67511 0.0594 0.0699 0.1845
C -2.52363 -0.68052 0.48398 -0.1158 -0.0447 -0.1065
C -3.07339 0.25751 1.33713 -0.4505 0.1361 -0.1608
S -4.75135 0.81064 1.10843 -0.1377 0.5783 -0.0157
O -5.32097 0.14489 -0.03034 0.3718 -0.0220 -0.0417
O -5.46218 0.77692 2.35180 0.1700 0.1323 0.1350
N -4.47463 2.43111 0.77434 -0.1046 -0.8994 0.4142
C -4.02922 2.71133 -0.57911 0.3593 0.1764 -0.2626
C -3.26265 3.99054 -0.61605 -0.7543 0.3477 -0.3296
C -3.64204 5.26724 -0.91306 0.0440 -0.6896 0.0517
C -2.49495 6.07659 -0.72479 0.4998 -0.2079 0.2025
C -1.50871 5.23133 -0.32356 -0.1090 0.8584 -0.1481
O -1.96284 3.96960 -0.25384 0.0907 -0.4970 0.1226
C -2.33713 0.80657 2.36785 -0.0008 0.0432 0.1236
C -1.02971 0.40242 2.56041 0.0214 -0.1343 -0.1077
H 2.19655 0.02283 3.30933 0.0614 0.0459 0.0744
H 2.21082 -1.73914 3.45973 0.0371 -0.0195 0.0581
H 0.82417 -0.82607 4.03628 0.0147 0.0060 0.0697
H 3.33366 -1.87231 1.69836 -0.2683 0.0455 -0.2304
H 1.61383 -2.10682 -1.50372 -0.0583 0.0091 -0.0518
H 2.68005 -3.03718 -3.54095 -0.0673 0.0111 -0.0528
H 4.93998 -4.41251 -5.58468 0.1327 0.0321 0.2838
H 6.26593 -3.74315 -1.34342 0.0801 -0.0257 0.0150
H 5.20719 -2.82075 0.69659 0.0656 -0.0031 0.0932
H -0.76624 -1.81994 0.02934 -0.0111 -0.0719 -0.0617
H -3.13530 -1.08314 -0.30834 -0.0065 -0.0910 -0.1133
H -5.22860 3.01871 1.09561 -0.2095 -0.0491 0.2119
H -4.86477 2.75174 -1.28793 0.1916 -0.0296 0.0551
H -3.37368 1.88268 -0.85691 -0.0078 0.1164 -0.2396
H -4.61130 5.59013 -1.23328 -0.2502 -0.0101 -0.0799
H -2.42192 7.13459 -0.86990 0.1032 0.2150 -0.0084
H -0.48028 5.39776 -0.07155 0.1484 -0.0888 0.0455
H -2.80243 1.54094 3.00512 0.0458 0.1345 0.1274
H -0.45189 0.85047 3.35375 0.0419 0.0215 0.1026
```
Forces are in eV/Å.

## Properties
**LUMO energy**: -0.0054 Eh
**ΔE to the lowest compared entry with this formula, charge and spin**: 184.8 kJ/mol
**SMILES**: C/C(=N\Nc1ccc(C(=O)O)cc1)c1ccc(S(=O)(=O)NCc2ccco2)cc1
**Gap between HOMO and LUMO**: 7.89 eV

=====

Entry 5:
The following is a quantum chemistry calculation of C21H29N3O2S in the gas phase, from OMol25.

Geometry as XYZ:
```
56
Properties=species:S:1:pos:R:3:forces:R:3
C -0.08235 1.66392 1.12805 0.0177 -0.1513 0.1144
C 0.05597 0.52054 2.13345 0.0378 -0.0494 0.1547
C 0.93221 0.98665 3.29933 -0.1640 -0.1340 -0.2181
C -1.31862 0.10643 2.64772 -0.0335 0.1827 -0.0480
C -2.22452 -0.41267 1.54714 0.1660 0.1066 0.4406
O -3.41947 -0.17713 1.58088 0.0999 0.0179 0.2394
C -1.58825 -1.27945 0.56074 -0.4090 0.1509 -0.2103
C -2.48555 -2.01073 -0.32103 -0.2492 -0.3161 -0.1692
S -2.31359 -3.63257 -0.70105 -0.1965 -0.4715 -0.1103
N -3.58783 -1.41058 -0.80907 -0.1018 -0.2912 0.0746
C -3.83549 -0.05033 -0.99749 -0.0902 0.6798 -0.2297
C -5.14411 0.41978 -0.94377 0.2000 -0.1383 0.0283
C -5.40717 1.75726 -1.16442 -0.0146 0.0300 -0.0621
C -4.37566 2.63536 -1.45452 -0.0232 0.1417 0.0080
C -3.07720 2.16300 -1.54231 -0.0090 0.0297 0.0361
C -2.80546 0.82548 -1.32728 -0.0634 -0.1827 -0.0815
C -0.22053 -1.51671 0.61489 0.2221 -0.2166 -0.2311
N 0.34051 -2.47388 -0.12250 -0.2161 0.2011 -0.0062
C 1.73329 -2.80871 -0.25151 0.3856 0.1773 -0.3210
C 2.40779 -2.06070 -1.41461 -0.0140 -0.1397 0.2534
N 2.76020 -0.69698 -1.05129 0.0261 -0.0155 -0.2221
C 4.05478 -0.62172 -0.38993 -0.0010 0.3366 0.1123
C 4.31106 0.81804 0.05551 0.0927 -0.3374 0.1676
O 4.28660 1.70359 -1.03635 0.1591 0.0471 -0.0686
C 3.05089 1.62833 -1.70630 -0.2560 -0.1358 -0.3012
C 2.75711 0.20833 -2.19065 0.0671 0.3326 0.1056
C 0.69901 -0.70364 1.47536 -0.0820 0.1947 0.2429
H -0.60262 2.50442 1.58148 -0.0692 0.1182 0.0432
H 0.89868 2.00516 0.80305 0.1067 0.0398 -0.0489
H -0.64931 1.34841 0.25804 -0.0660 0.0278 -0.1715
H 0.50516 1.87318 3.76163 -0.0355 0.1234 0.0634
H 1.01380 0.21286 4.05993 0.0228 -0.0936 0.1001
H 1.93379 1.23248 2.95126 0.1506 0.0490 -0.0290
H -1.82871 0.93982 3.13345 -0.0250 -0.0202 -0.0069
H -1.21241 -0.69457 3.38571 0.0115 -0.0315 0.0568
H -4.30835 -2.04421 -1.13597 0.2849 0.0243 -0.0578
H -5.94430 -0.26459 -0.70521 -0.0818 -0.0775 0.0730
H -6.42328 2.11821 -1.10615 -0.0815 0.0192 0.0076
H -4.58373 3.68168 -1.61968 -0.0254 0.0846 -0.0197
H -2.27060 2.83812 -1.78947 0.0644 0.0519 -0.0271
H -1.79903 0.44591 -1.42947 0.0366 -0.0146 -0.0165
H -0.32299 -3.05410 -0.64583 0.1357 0.0152 0.1874
H 1.78795 -3.88121 -0.45353 0.0119 0.0365 0.1139
H 2.26445 -2.60950 0.68052 0.0063 -0.1006 -0.0234
H 1.70164 -2.02774 -2.24746 0.0469 -0.0481 0.0056
H 3.29239 -2.62860 -1.74439 -0.0047 0.0284 -0.0484
H 4.05864 -1.27826 0.48216 0.0434 -0.0162 0.0352
H 4.86633 -0.93682 -1.06940 -0.0430 -0.0385 0.0519
H 5.30070 0.91079 0.50565 -0.0849 -0.0343 0.0397
H 3.54751 1.11233 0.79265 0.0581 -0.0281 -0.0106
H 3.11756 2.31543 -2.55104 -0.0779 -0.0362 0.0415
H 2.24146 1.95355 -1.03574 0.0434 -0.0117 -0.0755
H 1.77096 0.18510 -2.65878 0.0251 0.0018 -0.0437
H 3.51536 -0.08169 -2.93818 -0.0520 0.0060 -0.0169
H 1.54278 -0.39146 0.85578 0.0042 -0.0762 0.0593
H 1.08255 -1.36562 2.26000 0.0436 -0.0482 0.0191
```
Forces are in eV/Å.

## Properties
**LUMO energy**: 0.0138 Eh
**ΔE to the lowest compared entry with this formula, charge and spin**: 252.0 kJ/mol
**SMILES**: CC1(C)CC(=O)C(C(=S)Nc2ccccc2)=C(NCCN2CCOCC2)C1
**Gap between HOMO and LUMO**: 8.35 eV

=====

no.,F_max (eV/A)
1,1.97
2,3.48
3,1.72
4,1.30
5,0.72